Density functional theory data (ωB97M-V/def2-TZVPD) for a structure of composition C15H27O2Se3TeTi.

The geometry in XYZ format:
```
49
Properties=species:S:1:pos:R:3
Ti 1.24 -0.18 -1.14
C -2.59 1.00 1.61
C -1.34 0.59 2.33
C -0.16 1.31 2.18
C 0.98 0.98 2.92
C 0.94 -0.09 3.80
C -0.23 -0.83 3.95
C -1.36 -0.49 3.21
H -3.34 1.38 2.31
H -3.05 0.16 1.08
H -2.39 1.79 0.88
H -0.14 2.18 1.53
H 1.87 1.58 2.81
H 1.81 -0.32 4.40
H -0.27 -1.65 4.65
H -2.27 -1.05 3.36
C 3.02 -1.48 1.15
O 1.69 -1.39 0.56
C 0.94 -2.58 0.86
C -0.40 -2.43 0.20
O -0.13 -1.97 -1.13
C -1.14 -2.36 -2.08
H 2.90 -1.68 2.21
H 3.50 -0.52 1.00
H 3.58 -2.27 0.65
H 0.84 -2.67 1.94
H 1.48 -3.44 0.45
H -1.02 -1.69 0.73
H -0.93 -3.38 0.17
H -1.29 -3.43 -2.01
H -0.77 -2.11 -3.07
H -2.07 -1.83 -1.88
Se 1.92 -0.85 -3.34
Se 3.95 -0.81 -2.17
Te 4.28 1.68 -1.94
Se 2.34 1.87 -0.35
C -2.17 2.52 -2.25
C -0.69 2.19 -2.06
C 0.09 2.54 -3.33
C -0.52 0.71 -1.71
H -2.31 3.58 -2.47
H -2.75 2.28 -1.36
H -2.58 1.95 -3.09
H -0.30 2.79 -1.24
H -0.26 1.95 -4.17
H 1.16 2.36 -3.21
H -0.04 3.60 -3.58
H -0.90 0.11 -2.54
H -1.13 0.44 -0.83
```

multiplicity: 1
lowest unoccupied orbital energy: -4.1 eV
charge: +1
orbital gap: 6.90 eV
HOMO energy: -11.00 eV
M: 651.73 g/mol



Density functional theory data (ωB97M-V/def2-TZVPD) for a cluster of 14 separate species, C15H28Cl26F5OP in total.

The geometry in XYZ format:
```
76
Properties=species:S:1:pos:R:3
O 2.09 -2.71 3.08
P 1.08 -3.51 2.05
C -0.52 -3.38 3.05
F -1.47 -4.08 2.41
F -0.28 -3.98 4.26
C -1.12 -1.98 3.40
F -0.59 -1.52 4.53
F -2.44 -2.05 3.55
F -0.87 -1.08 2.44
H 1.73 -2.46 3.94
H 0.68 -2.42 1.24
C -2.79 1.14 0.74
Cl -1.40 0.86 -0.31
Cl -4.31 1.19 -0.16
H -2.85 0.33 1.46
H -2.67 2.10 1.23
C -5.42 -1.78 -2.05
Cl -3.88 -1.95 -2.91
Cl -6.82 -1.92 -3.13
H -5.48 -2.58 -1.32
H -5.43 -0.80 -1.59
C -3.60 5.50 -0.18
Cl -3.80 4.73 1.40
Cl -3.19 4.33 -1.44
H -4.53 5.97 -0.45
H -2.79 6.22 -0.12
C -3.83 -6.04 -1.51
Cl -4.37 -4.81 -0.35
Cl -2.45 -5.51 -2.46
H -3.55 -6.92 -0.95
H -4.66 -6.25 -2.19
C -0.42 6.59 -2.95
Cl 0.86 5.63 -2.21
Cl -1.22 7.66 -1.78
H 0.02 7.22 -3.72
H -1.16 5.92 -3.35
C 3.56 -3.66 6.96
Cl 4.82 -4.26 5.87
Cl 1.96 -3.70 6.20
H 3.53 -4.31 7.83
H 3.80 -2.64 7.23
C 4.98 -8.04 5.77
Cl 3.30 -8.58 5.77
Cl 5.94 -8.85 4.51
H 4.99 -6.97 5.57
H 5.43 -8.27 6.73
C -3.81 10.41 -1.88
Cl -5.32 10.42 -2.79
Cl -3.89 9.36 -0.45
H -3.02 10.04 -2.52
H -3.60 11.42 -1.55
C 3.58 -9.72 1.53
Cl 3.71 -8.46 0.30
Cl 2.04 -9.67 2.39
H 3.66 -10.68 1.04
H 4.37 -9.57 2.25
C -2.75 -0.46 -6.27
Cl -2.40 -1.88 -7.25
Cl -1.82 0.96 -6.77
H -3.81 -0.22 -6.37
H -2.50 -0.68 -5.24
C 2.11 8.22 -6.62
Cl 2.81 6.66 -6.20
Cl 0.43 8.38 -6.08
H 2.69 9.00 -6.13
H 2.13 8.34 -7.69
C 9.05 -8.66 2.43
Cl 8.68 -9.43 0.88
Cl 10.58 -9.21 3.12
H 9.12 -7.59 2.27
H 8.26 -8.91 3.13
C -0.10 12.75 -2.40
Cl -0.56 11.05 -2.23
Cl -1.32 13.84 -1.72
H 0.83 12.90 -1.87
H 0.00 12.97 -3.45
```

multiplicity: 1
lowest unoccupied orbital energy: 0.3 eV
orbital gap: 10.24 eV
HOMO energy: -9.98 eV
M: 1272.13 g/mol



Density functional theory data (ωB97M-V/def2-TZVPD) for a cluster of 5 separate species, C15H28N3O8 in total in a non-equilibrium geometry.

The geometry in XYZ format:
```
54
Properties=species:S:1:pos:R:3
C 3.37 -0.57 -1.81
C 3.08 0.97 -2.19
O 3.55 1.29 -3.26
N 1.93 1.73 -1.38
H 1.06 1.11 -1.48
H 2.28 1.95 -0.39
C 1.60 2.91 -2.14
H 3.20 -0.73 -0.76
H 4.07 -0.90 -2.53
H 2.52 -1.00 -2.37
H 1.01 2.65 -3.06
H 2.52 3.31 -2.18
H 0.80 3.43 -1.48
C 2.03 -0.87 5.10
C 0.62 -0.66 4.58
O -0.25 -1.52 4.79
N 0.44 0.36 3.42
H 1.16 0.95 3.36
H 0.40 -0.18 2.50
C -0.93 1.05 3.51
H 2.98 -0.16 4.54
H 2.42 -1.88 5.01
H 2.05 -0.59 6.14
H -1.00 1.23 4.65
H -1.78 0.37 3.02
H -0.87 2.03 3.09
N 0.05 -0.15 -0.06
O 0.96 -0.79 0.55
O 0.14 -0.32 -1.31
O -1.02 0.36 0.49
C -2.06 4.59 -0.44
C -2.29 3.34 0.25
C -3.58 3.46 1.11
O -2.54 2.26 -0.66
H -1.25 4.49 -1.28
H -1.84 5.48 0.20
H -2.78 4.98 -1.21
H -1.29 3.07 0.81
H -3.42 4.03 1.92
H -3.77 2.48 1.50
H -4.34 3.95 0.53
H -2.18 1.56 -0.31
C -1.39 -4.07 -1.59
C -0.44 -3.51 -2.64
C 0.39 -4.32 -3.59
O 1.13 -3.84 -4.36
C 0.23 -5.82 -3.40
C -0.88 -6.36 -2.52
C -1.66 -5.48 -1.68
O -2.60 -5.97 -1.00
H -1.89 -3.54 -0.91
H -0.11 -2.38 -2.65
H 0.97 -6.34 -3.93
H -0.78 -7.43 -2.52
```

multiplicity: 1
lowest unoccupied orbital energy: -4.0 eV
charge: +1
orbital gap: 7.63 eV
HOMO energy: -11.65 eV
M: 378.40 g/mol



Density functional theory data (ωB97M-V/def2-TZVPD) for a structure of composition C15H29AuN3O7Si4Te.

The geometry in XYZ format:
```
60
Properties=species:S:1:pos:R:3
Au -1.30 -0.33 1.26
O -5.14 -6.02 4.73
N -5.60 -4.91 4.93
O -6.55 -4.69 5.67
C -5.04 -3.79 4.19
C -5.57 -2.52 4.35
C -5.06 -1.46 3.65
C -3.96 -1.60 2.69
O -3.50 -0.65 2.05
C -3.47 -2.97 2.61
C -3.98 -4.01 3.34
N -2.37 -3.31 1.72
O -1.74 -4.32 1.93
O -2.12 -2.55 0.79
N -5.69 -0.16 3.90
O -5.26 0.82 3.35
O -6.66 -0.15 4.66
H -6.40 -2.36 5.02
H -3.57 -5.00 3.23
C 0.98 -2.22 -1.12
Si 0.84 -0.61 -2.05
C 1.92 -0.73 -3.60
C -0.94 -0.39 -2.60
Si 1.60 1.22 -0.81
Te 0.62 1.33 1.48
Si 1.11 3.24 -1.86
C -0.73 3.44 -2.15
C 1.97 3.40 -3.53
C 1.69 4.68 -0.79
Si 3.90 1.00 -0.47
C 4.27 -0.76 0.09
C 4.95 1.34 -2.00
C 4.48 2.18 0.87
H 0.72 -3.06 -1.77
H 0.30 -2.24 -0.26
H 1.99 -2.38 -0.74
H 1.49 -1.42 -4.33
H 2.92 -1.08 -3.35
H 2.02 0.25 -4.09
H -1.26 -1.25 -3.20
H -1.07 0.52 -3.19
H -1.60 -0.32 -1.73
H -1.07 2.77 -2.95
H -0.97 4.46 -2.45
H -1.30 3.20 -1.25
H 1.55 2.70 -4.26
H 3.04 3.21 -3.46
H 1.84 4.41 -3.94
H 1.24 4.62 0.21
H 1.40 5.63 -1.25
H 2.78 4.67 -0.67
H 4.15 -1.46 -0.73
H 3.58 -1.06 0.89
H 5.29 -0.85 0.47
H 4.64 0.73 -2.84
H 6.00 1.13 -1.80
H 4.87 2.39 -2.30
H 3.96 1.98 1.81
H 4.28 3.22 0.60
H 5.55 2.08 1.05
```

multiplicity: 1
lowest unoccupied orbital energy: 1.4 eV
charge: -1
orbital gap: 6.21 eV
HOMO energy: -4.79 eV
M: 800.32 g/mol